No. 1
DFT (ωB97M-V/def2-TZVPD) results for a cluster of 7 separate species, C50H66ClF18N4O18 in total in a non-equilibrium geometry.

The HOMO-LUMO gap comes out at 7.08 eV. The maximum force comes out at 7.95 eV Å⁻¹. Its molecular weight is 1388.505 u. The net charge is +1.

Atoms and positions in Å:
C -0.3211 4.2790 -3.6479
C 0.6890 5.2760 -4.4426
O 0.8294 5.1045 -5.7022
O 1.4094 6.3445 -3.7623
C 2.8167 5.9395 -3.7926
C 3.7156 6.7585 -2.7107
C 4.7850 5.7243 -2.1067
C 5.4131 6.0785 -0.6738
C 4.5972 7.0750 0.2689
C 3.2045 6.5641 0.8549
C 3.2199 5.3471 1.9031
C 4.3949 5.7625 2.9804
C 5.8382 5.1505 2.7104
O 6.8167 5.6631 2.1236
Cl 6.1588 3.4639 3.4509
C 1.9198 5.5926 2.8822
C 0.4358 5.6602 2.2976
C -0.0033 6.9451 1.4636
C 0.1392 8.4511 1.8579
C -0.3592 9.6692 0.9676
C -1.0695 9.4038 -0.4104
C -1.2577 7.9049 -0.8342
C -0.7315 6.7000 0.0632
N 1.9734 6.7807 3.7949
C 1.6101 6.5085 5.0083
O 1.2961 6.0355 6.1316
N 1.9275 4.1984 3.5142
C 2.5779 3.2213 2.8564
C 2.6696 1.7410 3.4613
C 2.5945 0.5503 2.3781
C 2.0042 -0.7722 3.1392
N 2.7497 -2.0552 3.1171
O 0.9105 -0.7279 3.7820
C 3.1459 3.8236 1.4313
O 4.3318 3.1779 0.8656
C 2.0019 3.2618 0.4330
N 1.7008 4.0701 -0.7681
H -1.1965 3.9230 -4.2964
H 0.2410 3.3773 -3.1787
H -0.6995 4.9031 -2.7402
H 3.2743 6.1013 -4.8463
H 2.8582 4.8019 -3.5704
H 3.0055 7.2452 -1.9558
H 4.3088 7.5672 -3.2870
H 5.6738 5.6977 -2.8606
H 4.4174 4.6179 -2.0691
H 5.6931 5.0696 -0.1634
H 6.4441 6.5837 -0.8774
H 4.3556 8.0204 -0.3712
H 5.3441 7.4821 1.0653
H 2.7416 7.4753 1.4188
H 2.4875 6.4164 -0.0490
H 4.4677 6.9100 3.0218
H 4.1331 5.4235 4.0640
H 0.0981 4.7337 1.6779
H -0.2774 5.6297 3.2236
H 0.6133 8.7304 2.8584
H -0.2134 10.7531 1.3337
H -1.4475 10.2449 -1.1133
H -1.8002 7.7063 -1.8267
H -0.9507 5.6533 -0.3589
H 1.5135 3.8572 4.3946
H 1.8045 1.6365 4.2339
H 3.6513 1.6367 4.0527
H 1.8890 0.7366 1.4953
H 3.6794 0.2959 2.0617
H 3.6625 -1.9582 3.6059
H 2.9835 -2.2457 2.1245
H 4.3194 2.2101 1.0481
H 1.0634 2.9552 1.0549
H 2.4009 2.2405 0.0342
H 2.5078 4.5848 -1.1441
H 0.8512 4.6437 -0.6901
C 9.7259 -3.5504 2.5292
C 9.1868 -2.2675 1.9252
O 7.7934 -2.0914 2.2405
C 7.5205 -1.6874 3.4998
O 8.3582 -1.4754 4.3421
C 6.0183 -1.5076 3.6965
F 5.3033 -2.5745 3.2585
F 5.5438 -0.4282 3.0257
F 5.6763 -1.3296 4.9876
H 9.1252 -4.4058 2.2085
H 10.7634 -3.7115 2.2321
H 9.6830 -3.5266 3.6212
H 9.2585 -2.3219 0.8357
H 9.7647 -1.3939 2.2417
C -0.2872 -4.1412 1.4029
C 0.5918 -3.1849 0.6210
O 1.0100 -3.7687 -0.6241
C 0.0744 -3.8069 -1.5996
O -1.0523 -3.3882 -1.4761
C 0.6461 -4.4172 -2.8750
F 1.2954 -5.5800 -2.6480
F 1.5377 -3.5947 -3.4747
F -0.3022 -4.6866 -3.7969
H 0.2250 -5.0956 1.5521
H -0.5480 -3.7202 2.3753
H -1.2106 -4.3605 0.8673
H 1.4998 -2.9784 1.1944
H 0.0958 -2.2243 0.4477
C -1.0456 -2.1403 -5.8867
C -1.3084 -3.0722 -7.0544
O -2.6544 -2.9302 -7.5369
C -2.9015 -1.8273 -8.2792
O -2.0734 -0.9884 -8.5436
C -4.3503 -1.8085 -8.7566
F -5.2283 -2.0449 -7.7552
F -4.5823 -2.7491 -9.6996
F -4.7044 -0.6268 -9.3006
H -1.7812 -2.3035 -5.0942
H -0.0443 -2.2992 -5.4823
H -1.1311 -1.0921 -6.1851
H -1.2004 -4.1084 -6.7224
H -0.5915 -2.9193 -7.8669
C -6.6811 -1.6638 -0.3468
C -5.2753 -2.1398 -0.6614
O -4.6283 -2.6562 0.5138
C -5.0244 -3.8864 0.9118
O -5.8647 -4.5439 0.3468
C -4.2449 -4.3348 2.1439
F -4.2169 -3.3925 3.1139
F -2.9543 -4.6175 1.8510
F -4.7577 -5.4442 2.7113
H -6.6638 -0.9299 0.4635
H -7.1429 -1.2129 -1.2269
H -7.3162 -2.4881 -0.0123
H -4.6746 -1.2935 -1.0054
H -5.2675 -2.8855 -1.4623
C -7.4601 -6.5208 3.1902
C -8.1789 -7.5973 3.9812
O -9.2833 -7.0476 4.7194
C -10.3872 -6.7527 3.9971
O -10.4835 -6.9231 2.8051
C -11.4937 -6.2096 4.8961
F -11.0576 -5.2288 5.7193
F -12.0163 -7.1717 5.6898
F -12.5237 -5.6891 4.1984
H -7.1440 -5.7083 3.8500
H -6.5850 -6.9310 2.6851
H -8.1137 -6.0770 2.4346
H -7.4920 -8.0269 4.7154
H -8.5165 -8.4171 3.3397
C -3.0351 -6.6193 -4.2403
C -3.0067 -8.0654 -3.7830
O -2.7728 -8.1553 -2.3677
C -3.8299 -7.8594 -1.5774
O -4.9170 -7.5363 -1.9922
C -3.4681 -8.0208 -0.1044
F -2.3098 -7.3982 0.2171
F -3.3104 -9.3191 0.2384
F -4.4092 -7.5205 0.7225
H -2.1153 -6.1082 -3.9467
H -3.1473 -6.5577 -5.3242
H -3.8612 -6.0713 -3.7796
H -2.1785 -8.5840 -4.2735
H -3.9237 -8.5971 -4.0544

---

No. 2
DFT (ωB97M-V/def2-TZVPD) results for a cluster of 12 separate species, C50H69F33O25 in total in a non-equilibrium geometry.

For the energy relative to the best compared isomer or geometry (same formula, charge and spin), the calculation gives 0.0 kcal/mol. The HOMO-LUMO gap comes out at 9.90 eV. The maximum force comes out at 6.12 eV Å⁻¹. Its molecular weight is 1697.011 u. Its SMILES is CCOC(=O)C(F)(F)F.CCOC(=O)C(F)(F)F.CCOC(=O)C(F)(F)F.CCOC(=O)C(F)(F)F.CCOC(=O)C(F)(F)F.CCOC(=O)C(F)(F)F.CCOC(=O)C(F)(F)F.CCOC(=O)C(F)(F)F.CCOC(=O)C(F)(F)F.CCOC(=O)C(F)(F)F.CCOC(=O)C(F)(F)F.COCCOCCOC. The net charge is 0.

Atoms and positions in Å:
C 1.9288 -0.2294 3.3718
O 1.0971 -0.0271 2.2039
C 0.7801 1.3012 1.9069
C -0.3925 1.4756 0.8790
O 0.0053 1.4867 -0.4999
C 0.6807 0.2451 -0.8472
C 1.1755 0.3223 -2.3166
O 0.1544 0.0222 -3.2998
C -0.9249 0.9445 -3.2365
H 2.8545 0.3445 3.3298
H 2.1610 -1.2752 3.5727
H 1.3158 0.0947 4.2127
H 1.6424 1.8091 1.4749
H 0.5472 1.8039 2.8457
H -1.0471 2.3384 1.0023
H -1.0775 0.6359 0.9958
H -0.0384 -0.5644 -0.7221
H 1.5782 0.0975 -0.2465
H 1.9395 -0.4413 -2.4621
H 1.7216 1.2614 -2.4061
H -1.5396 0.7456 -4.1144
H -0.7334 2.0063 -3.0818
H -1.5734 0.5538 -2.4524
C -0.4520 6.8510 1.2782
C 0.4108 5.5634 1.2686
O 0.9382 5.2005 2.5599
C 0.0981 4.6154 3.4902
O -1.0833 4.4442 3.3339
C 0.7730 4.2531 4.8227
F 0.8801 5.3773 5.5525
F 0.0478 3.3656 5.5403
F 2.0183 3.8727 4.8077
H -0.9734 6.9790 0.3296
H 0.1002 7.7760 1.4439
H -1.1442 6.8572 2.1201
H 1.2564 5.6652 0.5883
H -0.2420 4.8144 0.8202
C 0.0483 -4.0217 -4.1050
C -1.2586 -3.2596 -4.1090
O -1.6922 -3.1223 -5.4659
C -2.6551 -2.3116 -5.8912
O -3.1376 -1.4750 -5.1875
C -3.0080 -2.4280 -7.3992
F -4.1641 -3.0711 -7.5658
F -3.1231 -1.2449 -7.8943
F -2.0639 -3.1369 -8.0079
H 0.3429 -4.1363 -3.0619
H 0.9124 -3.6079 -4.6248
H -0.1558 -4.9878 -4.5665
H -1.1207 -2.3165 -3.5801
H -2.0694 -3.7035 -3.5315
C -4.3165 -1.5702 -2.2818
C -5.2162 -1.9700 -1.0725
O -6.5239 -1.9355 -1.5162
C -7.5933 -2.1372 -0.6213
O -7.4915 -2.4659 0.5395
C -8.9423 -1.7687 -1.2417
F -9.4519 -0.7156 -0.5892
F -8.8578 -1.4775 -2.5422
F -9.7332 -2.8581 -1.1395
H -3.2560 -1.4605 -2.0549
H -4.6004 -0.5846 -2.6505
H -4.3176 -2.3600 -3.0331
H -5.0728 -1.2065 -0.3079
H -4.9240 -2.9495 -0.6939
C 2.6659 -3.9080 4.5658
C 3.5966 -5.0364 5.1390
O 2.8857 -6.2371 5.3253
C 2.1143 -6.3384 6.4058
O 1.7493 -5.3740 7.0508
C 1.8914 -7.7603 6.9095
F 2.7774 -8.0066 7.9105
F 0.6523 -7.8252 7.4910
F 1.9855 -8.6288 5.8995
H 2.1413 -4.1887 3.6525
H 3.2809 -3.0192 4.4244
H 1.8768 -3.6824 5.2831
H 4.1403 -4.7024 6.0228
H 4.4084 -5.2413 4.4411
C 4.0689 4.5114 0.5088
C 4.7964 3.4688 -0.3851
O 4.9617 2.3558 0.4531
C 4.9713 1.1707 -0.0407
O 4.6439 0.8867 -1.2342
C 5.2268 0.0968 1.0279
F 5.2001 0.6349 2.2806
F 4.3169 -0.9260 0.9606
F 6.3955 -0.4434 0.8204
H 4.5692 4.6015 1.4730
H 3.0505 4.2508 0.7972
H 4.0399 5.5245 0.1079
H 5.7809 3.8358 -0.6753
H 4.2544 3.2379 -1.3023
C -2.9220 5.3652 -0.8429
C -2.2620 4.2521 -1.6602
O -2.1315 4.5572 -2.9835
C -3.0517 4.4854 -3.9633
O -4.3138 4.4382 -3.7958
C -2.4834 4.7989 -5.3358
F -2.6861 3.8191 -6.1666
F -3.0761 5.9241 -5.7617
F -1.1778 4.9706 -5.3123
H -2.4787 6.3548 -0.9538
H -3.0256 5.1335 0.2171
H -3.9674 5.4339 -1.1438
H -2.7766 3.2986 -1.5411
H -1.2526 4.1989 -1.2524
C -1.7648 -0.4769 4.3578
C -2.3566 0.9175 4.6734
O -3.3187 1.2885 3.7091
C -4.5707 0.8007 3.7653
O -4.9845 0.0739 4.6534
C -5.4891 1.3246 2.6244
F -4.7630 1.6802 1.5367
F -6.3883 0.3306 2.3211
F -6.2175 2.3730 3.0358
H -0.8069 -0.5740 4.8688
H -1.5751 -0.6263 3.2949
H -2.4147 -1.2862 4.6905
H -1.6263 1.7243 4.6120
H -2.9151 0.9228 5.6095
C -4.3554 -4.2186 1.6654
C -3.5474 -3.1009 2.3567
O -2.1797 -3.4765 2.2846
C -1.3404 -3.0892 1.2492
O -1.7310 -2.4187 0.3112
C 0.0424 -3.7773 1.3641
F 0.4722 -4.1816 0.1926
F 1.0121 -3.0048 1.9157
F -0.0676 -4.8908 2.0651
H -3.9970 -4.4646 0.6658
H -5.4257 -4.0170 1.6215
H -4.2569 -5.0626 2.3480
H -3.8801 -2.9677 3.3861
H -3.7215 -2.1433 1.8661
C 0.2830 -0.4259 -6.7720
C 1.7583 -0.1332 -6.7965
O 2.4619 -1.3771 -7.0252
C 3.0951 -2.0636 -6.0576
O 3.1690 -1.6924 -4.9247
C 3.6984 -3.4291 -6.4979
F 5.0371 -3.4559 -6.4319
F 3.2321 -4.4600 -5.7437
F 3.3772 -3.6728 -7.7771
H -0.1984 0.5412 -6.6270
H 0.0109 -1.0233 -5.9018
H -0.2346 -0.8824 -7.6157
H 2.0932 0.3808 -5.8955
H 1.9193 0.4636 -7.6943
C 0.8669 -1.5513 7.9627
C 2.1803 -0.9942 7.3738
O 3.3258 -1.7540 7.7890
C 4.4767 -1.6894 7.0266
O 4.7232 -0.8480 6.1074
C 5.6237 -2.6151 7.4426
F 5.4311 -3.2921 8.5514
F 5.9194 -3.4072 6.4565
F 6.6790 -1.8370 7.6001
H 0.8819 -1.6025 9.0514
H 0.7009 -2.5955 7.6977
H 0.0588 -0.8686 7.6997
H 2.2810 0.0154 7.7720
H 2.0877 -1.0119 6.2879
C 4.4020 2.0108 -4.7985
C 3.3505 2.9933 -4.2461
O 2.3588 3.2165 -5.2453
C 2.4143 4.1958 -6.1664
O 3.3051 5.0702 -6.2168
C 1.3488 4.0385 -7.2614
F 2.0165 3.8116 -8.4316
F 0.5347 2.9994 -7.0265
F 0.6648 5.2258 -7.3085
H 4.9264 2.3281 -5.6998
H 3.9037 1.0995 -5.1291
H 5.1418 1.6919 -4.0643
H 3.7479 3.8810 -3.7540
H 2.8352 2.4681 -3.4419

---

No. 3
DFT (ωB97M-V/def2-TZVPD) results for a structure of composition C50H73N6O7PTi.

For the energy relative to the best compared isomer or geometry (same formula, charge and spin), the calculation gives 0.0 kcal/mol. The HOMO-LUMO gap comes out at 5.28 eV. The maximum force comes out at 0.65 eV Å⁻¹. Its molecular weight is 949.010 u. The net charge is -2.

Atoms and positions in Å:
Ti 1.2188 0.8808 -0.2106
C -5.7930 1.7122 0.7521
C -5.0435 2.2594 1.9685
C -5.4549 3.7278 2.1488
C -5.4955 1.4608 3.2002
C -3.5238 2.1511 1.8142
C -2.9367 1.5723 0.6854
C -1.5522 1.4681 0.5948
N -0.7688 1.0273 -0.4526
C -1.1881 1.0241 -1.7812
C -2.3639 0.5072 -2.2877
C -2.5988 0.5100 -3.6682
C -1.6177 1.0476 -4.4868
C -0.3985 1.5615 -4.0193
C -0.1660 1.5294 -2.6370
O 0.9514 1.8598 -2.0282
C 0.6140 2.0478 -5.0691
C 1.0816 0.8427 -5.9015
C -0.0601 3.0680 -6.0019
C 1.8603 2.7322 -4.4964
C -3.8655 -0.0876 -4.2837
C -3.4907 -1.2339 -5.2347
C -4.8120 -0.6513 -3.2223
C -4.6260 0.9896 -5.0705
C -0.7298 1.9476 1.6472
O 0.5596 1.7989 1.4395
C -1.3001 2.6092 2.7457
C -2.6987 2.6645 2.8093
C -0.4197 3.3877 3.7268
C 0.3479 4.4667 2.9453
C -1.2427 4.0826 4.8141
C 0.5932 2.4727 4.4188
H -6.8711 1.8198 0.9056
H -5.5785 0.6534 0.5938
H -5.5230 2.2511 -0.1582
H -6.5421 3.8141 2.2568
H -5.1433 4.3165 1.2837
H -4.9893 4.1648 3.0331
H -6.5815 1.5291 3.3331
H -5.0133 1.8337 4.1050
H -5.2241 0.4090 3.0882
H -3.5501 1.2323 -0.1308
H -3.0636 0.0415 -1.6107
H -1.7850 1.0426 -5.5596
H 0.2463 0.3770 -6.4299
H 1.5260 0.0811 -5.2573
H 1.8252 1.1576 -6.6429
H -0.9348 2.6523 -6.5047
H 0.6471 3.3976 -6.7705
H -0.3834 3.9431 -5.4336
H 2.4705 2.0466 -3.9142
H 1.5993 3.5608 -3.8391
H 2.4600 3.1145 -5.3314
H -2.9346 -2.0045 -4.6977
H -2.8574 -0.8797 -6.0492
H -4.3891 -1.6865 -5.6704
H -4.3392 -1.4552 -2.6544
H -5.7060 -1.0573 -3.7052
H -5.1279 0.1213 -2.5179
H -4.0019 1.4121 -5.8593
H -4.9215 1.8054 -4.4073
H -5.5277 0.5705 -5.5318
H -3.1593 3.1564 3.6575
H -0.3526 5.1582 2.4695
H 0.9689 4.0130 2.1733
H 0.9912 5.0387 3.6237
H -1.9512 4.7980 4.3895
H -0.5684 4.6307 5.4785
H -1.8015 3.3632 5.4190
H 1.2442 2.0172 3.6772
H 0.0803 1.6838 4.9773
H 1.2025 3.0521 5.1220
O 6.2914 0.1685 -3.9515
C 5.1969 0.2735 -3.1355
C 4.1020 -0.5692 -3.2785
C 3.0395 -0.3980 -2.4096
N 3.0543 0.5328 -1.4677
C 4.0789 1.3575 -1.3469
C 5.1937 1.2653 -2.1610
C 3.8433 2.4225 -0.2864
O 4.7422 3.2194 -0.0325
O 2.6654 2.3784 0.1947
C 1.7505 -1.1942 -2.4564
O 1.6502 -2.1074 -3.2791
O 0.9061 -0.8166 -1.5914
H 6.1170 -0.5285 -4.5922
H 4.0398 -1.3353 -4.0421
H 6.0140 1.9585 -2.0409
N 1.7445 -0.5548 0.9476
P 1.7928 -2.0283 1.3435
N 3.0996 -2.8934 0.7273
C 3.4635 -4.1796 1.2914
C 4.5794 -4.0677 2.3313
C 5.7882 -3.3445 1.7421
C 5.3622 -1.9927 1.1764
C 4.2279 -2.1645 0.1698
N 1.8423 -2.1603 3.0325
C 1.8763 -0.8978 3.7753
C 2.2451 -1.1590 5.2277
C 1.1618 -1.9965 5.9245
C 0.4510 -2.9073 4.9131
C 1.4028 -3.3206 3.7941
N 0.5221 -3.0737 0.9916
C -0.7828 -2.5870 1.4737
C -1.7059 -2.2400 0.3151
C -2.0064 -3.4837 -0.5362
C -0.8664 -4.5053 -0.4245
C 0.4778 -3.8042 -0.2868
H 3.8019 -4.8358 0.4743
H 2.5750 -4.6426 1.7244
H 4.8542 -5.0664 2.6872
H 4.2029 -3.4983 3.1860
H 6.2147 -3.9533 0.9341
H 6.5710 -3.2245 2.4969
H 6.2034 -1.4850 0.6960
H 5.0109 -1.3456 1.9873
H 4.5965 -2.7110 -0.7112
H 3.8660 -1.1948 -0.1580
H 0.9084 -0.3908 3.7180
H 2.5886 -0.2259 3.2994
H 2.3872 -0.2065 5.7427
H 3.2057 -1.6841 5.2541
H 0.4303 -1.3367 6.3985
H 1.6090 -2.5963 6.7236
H -0.3923 -2.3791 4.4622
H 0.0456 -3.7952 5.4063
H 0.9096 -4.0166 3.1146
H 2.2584 -3.8570 4.2401
H -0.6205 -1.6936 2.0816
H -1.2472 -3.3460 2.1235
H -1.2064 -1.4836 -0.2926
H -2.6243 -1.7880 0.6989
H -2.1235 -3.1807 -1.5796
H -2.9475 -3.9516 -0.2272
H -0.8413 -5.1516 -1.3050
H -1.0203 -5.1545 0.4455
H 0.6174 -3.1437 -1.1424
H 1.2856 -4.5401 -0.3010